*one*
9
Properties=species:S:1:pos:R:3:mulliken_charge:R:1 method="wB97M-V/def2-TZVPD" lumo_ev="-2.0 / -2.1" gap_ev="7.543 / 7.350" homo_energy_ev="-9.59 / -9.43"
H -0.1466 -2.0151 -1.0790 0.2938
N 0.6847 -1.5136 -0.7975 -0.5643
C 0.6402 -0.3962 -0.2681 0.4693
N 1.3880 0.4077 0.8240 0.2135
O 1.9640 1.4241 1.0116 -0.3170
C -0.3823 0.7118 -0.3789 0.4433
O -0.4396 1.6378 -1.1195 -0.4067
C -1.4595 0.0356 0.5190 0.2077
N -2.2489 -0.2921 1.2884 -0.3397

=====

*two*
9
Properties=species:S:1:pos:R:3:mulliken_charge:R:1 method="wB97M-V/def2-TZVPD" lumo_ev=-0.1 gap_ev=9.523 homo_energy_ev=-9.58
C -1.5857 0.0422 -0.0061 -0.6288
C -0.9141 -1.0941 0.0079 1.0146
C 2.1871 0.1996 -0.0246 0.4858
N -1.0302 1.2939 0.0302 -0.2723
N 0.1716 1.4962 0.0478 -0.3890
N 1.0085 0.4327 0.0069 0.1165
O 3.2515 -0.2474 -0.0749 -0.3729
O -0.4234 -2.1420 0.0469 -0.3243
H -2.6652 0.0189 -0.0341 0.3704

=====

Stability verdict: *two*, ahead by 334.4 kJ/mol

=====

*one*
23
Properties=species:S:1:pos:R:3:mulliken_charge:R:1 method="wB97M-V/def2-TZVPD" lumo_ev=0.5 gap_ev=10.145 homo_energy_ev=-9.67
C -2.5738 0.5231 0.9117 -1.1739
C -1.8523 0.3247 -0.4270 -0.3737
C -0.9635 -0.9167 -0.4805 -0.6609
N 0.1007 -0.9395 0.5303 -0.1575
C 1.4708 -0.8242 0.0945 0.0068
S 2.6174 -1.1494 1.5125 -0.1613
C 1.7843 -1.8889 -0.8726 -0.0636
N 2.0446 -2.6935 -1.6466 -0.4571
C 1.8997 0.5311 -0.5428 0.6458
O 1.2376 0.7406 -1.7743 -0.5698
C 1.6026 1.6142 0.4062 -0.2038
N 1.3193 2.4864 1.0963 -0.4167
H -2.0667 0.0414 1.7474 0.3319
H -3.5869 0.1289 0.8816 0.3286
H -2.6429 1.5815 1.1596 0.3281
H -2.5995 0.1992 -1.2124 0.4152
H -1.2739 1.2099 -0.6906 0.1603
H -0.5367 -0.9907 -1.4771 0.3098
H -1.6026 -1.7935 -0.3488 0.4367
H -0.0774 -0.2926 1.2871 0.3233
H 2.0613 -0.2415 2.3237 0.1584
H 2.9820 0.5067 -0.6996 0.4096
H 0.8815 1.6359 -1.8033 0.3837

=====

*two*
23
Properties=species:S:1:pos:R:3:mulliken_charge:R:1 method="wB97M-V/def2-TZVPD" lumo_ev=0.6 gap_ev=9.299 homo_energy_ev=-8.75
C -3.1714 0.0123 -1.0479 -0.5041
C -4.2248 -0.5424 -0.2568 -0.6005
C -2.0690 -0.1024 -0.2244 0.2293
C -0.3882 0.9215 -1.6847 -1.0735
C -0.6858 0.2420 -0.6049 0.4131
C 1.1321 0.5757 1.1214 -1.0455
C 0.4762 -0.4418 0.2247 -0.1227
N -3.7300 -1.0449 0.9190 -0.9270
N -2.3831 -0.7701 0.9158 0.3170
N 1.9186 -2.6457 -0.1461 -0.6193
O 2.8508 -0.4785 -0.9318 -0.5475
S 1.6712 -1.1742 -1.0047 0.4449
H -3.1330 0.4394 -1.9775 0.4456
H -5.2510 -0.4356 -0.4443 0.4598
H 0.5356 1.0428 -2.2335 0.4200
H -1.2490 1.1007 -2.2715 0.1958
H 0.9067 1.5687 0.8378 0.3637
H 0.9930 0.3746 2.2568 0.2475
H 2.2355 0.3939 0.9170 0.3392
H 0.3077 -1.4007 0.7190 0.7396
H -1.6686 -1.0540 1.5982 0.2631
H 2.0706 -3.3679 -0.8581 0.2793
H 2.7375 -2.4898 0.5348 0.2823

=====

Stability verdict: *one*, ahead by 167.0 kJ/mol

=====

*one*
15
Properties=species:S:1:pos:R:3:mulliken_charge:R:1 method="wB97M-V/def2-TZVPD" lumo_ev=0.5 gap_ev=9.597 homo_energy_ev=-9.13
C -2.1860 -0.9243 -0.1370 -0.7215
S -1.7568 -0.3358 1.4495 -0.0666
S -0.2246 1.0357 1.1464 -0.2163
H -1.3397 -1.3700 -0.6433 0.2656
H -2.9295 -1.7116 0.0061 0.3119
H -2.6171 -0.1249 -0.7342 0.2781
H -1.1437 1.9779 0.8182 0.1776
N 3.1978 -0.1152 -0.9667 -0.5797
C 2.1854 -0.2425 -2.0449 -0.3424
O 0.8144 -0.0770 -1.7209 -0.4123
H 3.0463 -0.8748 -0.3073 0.2373
H 2.9927 0.7892 -0.5564 0.2682
H 2.3563 -1.2149 -2.5030 0.3093
H 2.3976 0.6138 -2.6787 0.3292
H 0.6347 -0.4772 -0.8733 0.1614

=====

*two*
15
Properties=species:S:1:pos:R:3:mulliken_charge:R:1 method="wB97M-V/def2-TZVPD" lumo_ev=0.5 gap_ev=9.788 homo_energy_ev=-9.31
N 2.2094 1.1345 -0.6337 -0.4492
C 1.8756 0.8784 0.7444 -0.7501
C 0.3799 1.0621 1.1210 -0.4370
S -0.4262 -0.4326 0.5521 -0.0504
S -2.4204 -0.3393 0.7674 -0.2608
H 2.3436 2.0983 -0.8818 0.2039
H 1.7528 0.5842 -1.3429 0.2060
H 2.2847 -0.0525 1.1141 0.3679
H 2.3325 1.7148 1.2540 0.3519
H 0.2868 1.0997 2.1987 0.3303
H 0.0984 2.0282 0.7357 0.3239
H -2.8591 0.2088 -0.3820 0.1539
O -2.6861 -3.7383 -1.7307 -0.6227
H -2.4139 -3.1873 -2.4719 0.3125
H -2.7579 -3.0591 -1.0445 0.3200

=====

Stability verdict: *two*, ahead by 20.4 kJ/mol

=====

*one*
24
Properties=species:S:1:pos:R:3:mulliken_charge:R:1 method="wB97M-V/def2-TZVPD" lumo_ev="-4.3 / -7.9" spin_multiplicity=2 gap_ev="10.064 / 6.719" total_charge=+1 homo_energy_ev="-14.40 / -14.65"
C 1.6063 3.0640 1.3694 -1.1675
C 0.2646 2.4099 0.8090 -0.3432
H 1.5032 4.0873 1.5080 0.3653
H 1.6970 2.8517 2.4186 0.3251
H 2.3662 2.7526 0.8337 0.3555
H 0.5360 1.9526 -0.1654 -0.0413
H -0.0238 1.5013 1.4875 0.1249
H -0.4199 3.1490 0.5006 0.4267
C -2.8368 -0.7958 0.9555 -1.3862
C 0.9817 -1.4714 0.2800 -0.4473
C -0.2719 -1.4095 1.0152 -0.2020
C 0.8895 -1.0439 -1.0181 0.6260
C -1.4335 -0.8466 0.3917 0.6983
C -0.2319 -0.3485 -1.6790 -0.5955
C -1.3263 -0.1234 -0.8532 -0.3747
O 2.0515 -0.9314 -1.8196 -0.4839
H 1.9781 -1.6918 0.8557 0.3880
H -0.2270 -1.9597 2.0406 0.3369
H 2.3046 -0.1059 -2.1347 0.3616
H -0.2236 0.1837 -2.6515 0.4155
H -3.5861 -0.6852 0.2231 0.4497
H -2.9954 0.0559 1.6837 0.3088
H -2.1909 0.4877 -1.1077 0.4511
H -2.9810 -1.7361 1.4427 0.4081

=====

*two*
24
Properties=species:S:1:pos:R:3:mulliken_charge:R:1 method="wB97M-V/def2-TZVPD" lumo_ev="-4.0 / -8.2" spin_multiplicity=2 gap_ev="10.497 / 6.402" total_charge=+1 homo_energy_ev="-14.53 / -14.58"
C -2.0179 -2.8831 0.8891 -0.9573
C -1.9616 -1.3954 1.1786 -0.3984
H -1.3621 -3.3678 0.1686 0.3305
H -1.7439 -3.3101 1.8467 0.2787
H -3.0265 -3.1830 0.5526 0.3017
H -2.6946 -1.2478 1.9302 0.3410
H -2.0447 -0.7379 0.2666 0.2140
H -1.0027 -1.1197 1.5648 -0.1092
C 1.6399 -0.0375 1.4694 -0.8978
C 0.4210 2.4903 -0.7754 -0.7054
C 0.9138 1.8654 0.3342 -0.6434
C 0.5720 1.9702 -2.0303 0.5499
C 1.3564 0.5595 0.1615 1.0196
C 1.1093 0.7133 -2.2512 -0.3129
C 1.5222 -0.0309 -1.0996 -0.6034
O 0.0201 2.6112 -3.1146 -0.4625
H -0.1156 3.3403 -0.6218 0.5422
H 1.0815 2.4071 1.2267 0.3871
H -0.9348 2.7396 -2.8181 0.4043
H 1.2175 0.1663 -3.2224 0.3890
H 2.6286 -0.5850 1.7056 0.3589
H 0.8953 -0.8238 1.7133 0.1647
H 1.9821 -0.9379 -1.3234 0.5257
H 1.5446 0.7964 2.2488 0.2831

=====

Stability verdict: *two*, ahead by 76.1 kJ/mol

=====

*one*
18
Properties=species:S:1:pos:R:3:mulliken_charge:R:1 method="wB97M-V/def2-TZVPD" lumo_ev=-4.7 gap_ev=9.588 total_charge=+1 homo_energy_ev=-14.26
C -1.4142 -1.8297 -0.1298 -1.1289
C 0.6544 1.8341 -0.7778 -1.0326
C 0.2450 0.6764 1.7526 -1.1274
C -0.8147 -0.6128 -0.8587 -0.4045
P 0.5278 0.2692 0.0338 0.5285
S 2.6629 -0.8109 0.0684 -0.1619
H -2.4244 -2.0557 -0.4319 0.3610
H -0.8135 -2.6843 -0.3128 0.3416
H -1.5463 -1.7283 1.0314 0.2847
H 1.5015 2.3402 -0.4044 0.3786
H -0.2924 2.3343 -0.4607 0.4012
H 0.7149 1.9071 -1.9454 0.3390
H -0.7463 0.9708 1.8834 0.4152
H 0.8834 1.3377 2.3232 0.3989
H 0.4625 -0.2749 2.2396 0.3760
H -1.4305 0.2849 -1.1878 0.4117
H -0.3159 -0.8225 -1.7646 0.4509
H 2.1459 -1.1357 -1.0585 0.1680

=====

*two*
18
Properties=species:S:1:pos:R:3:mulliken_charge:R:1 method="wB97M-V/def2-TZVPD" lumo_ev=-2.8 gap_ev=11.067 total_charge=+1 homo_energy_ev=-13.91
C 0.9223 0.1410 1.5024 -1.0452
C 1.0372 -1.9797 -0.3817 -1.2967
C 0.6966 0.9660 -1.1815 -1.0757
C -2.4844 0.9156 0.1435 -0.8572
P 0.2779 -0.3927 -0.1045 0.9738
S -1.7567 -0.7294 -0.0967 -0.1023
H 1.6826 -0.6024 1.7362 0.3887
H 0.0810 0.1352 2.2619 0.3172
H 1.4408 1.1788 1.3437 0.3695
H 0.8668 -2.4000 -1.4213 0.3645
H 0.7256 -2.7093 0.3504 0.4097
H 2.0818 -1.9871 -0.3400 0.4439
H -0.1277 1.7333 -1.1293 0.3589
H 0.7760 0.5910 -2.2770 0.3379
H 1.6405 1.3746 -0.7715 0.4052
H -2.8455 1.3463 -0.9069 0.3233
H -1.7882 1.7173 0.4064 0.3317
H -3.2268 0.7014 0.8657 0.3529

=====

Stability verdict: *two*, ahead by 82.4 kJ/mol

=====

*one*
8
Properties=species:S:1:pos:R:3:mulliken_charge:R:1 method="wB97M-V/def2-TZVPD" lumo_ev="-2.3 / -2.3" gap_ev="7.823 / 7.822" homo_energy_ev="-10.17 / -10.17"
O -0.6197 0.0724 0.5851 -0.4432
C -1.0912 0.5788 -0.5293 0.8527
F -0.6490 -0.0525 -1.6340 -0.2524
F -0.7697 1.8776 -0.7174 -0.2576
F -2.4199 0.5129 -0.5499 -0.2310
H 0.3352 -0.1507 0.5527 0.4145
O 2.0607 -0.9960 0.8834 -0.3481
S 3.1535 -1.8425 1.4094 0.2652

=====

*two*
8
Properties=species:S:1:pos:R:3:mulliken_charge:R:1 method="wB97M-V/def2-TZVPD" lumo_ev="-1.6 / -1.6" gap_ev="10.116 / 10.117" homo_energy_ev="-11.68 / -11.68"
C 1.0396 -0.1397 0.0230 0.6455
O -1.1581 0.7740 -1.3627 -0.4450
O -0.8522 1.6765 0.9025 -0.4946
F -0.1883 -1.8053 -0.5754 -0.6135
F 1.4744 -0.4060 1.2159 -0.0907
F 1.9070 -0.1583 -0.9306 -0.0816
S -0.8085 0.6112 -0.0084 0.7779
H -1.4141 -0.5524 0.7356 0.3020

=====

Stability verdict: *one*, ahead by 359.2 kJ/mol